Molecular formula: C23H21AuCl2GeNS
Method: DFT, ωB97M-V/def2-TZVPD

Its spin multiplicity is 2. The calculation puts the total energy at -121754.0402 eV. The calculation puts the energy above the lowest of the compared OMol25 structures with the same formula, charge and spin at 132.6 kJ/mol. The charge is +2.

Cartesian coordinates (Å):
Au  1.2838  0.6488  2.3726
Cl  0.7588  -2.1284  3.0561
C  1.7334  -2.9088  1.8626
C  1.7849  -4.2797  1.8980
C  2.5574  -4.9642  0.9604
C  3.2743  -4.2797  -0.0048
C  3.2196  -2.9010  -0.0452
Cl  4.1442  -2.0712  -1.2302
C  2.4450  -2.1631  0.8935
S  2.5272  -0.4610  0.7114
H  1.2344  -4.8191  2.6559
H  2.6014  -6.0446  0.9951
H  3.8862  -4.8084  -0.7223
C  -2.1142  -0.4887  1.7064
Ge  -0.6649  0.4157  0.7984
C  -0.1234  -0.6419  -0.7180
C  0.8873  -0.1424  -1.5765
C  1.3614  -0.9124  -2.6442
C  0.8504  -2.1788  -2.8502
C  -0.1448  -2.6799  -2.0071
C  -0.6315  -1.9130  -0.9496
C  -0.9802  2.2125  0.2080
C  -0.2540  3.2487  0.7452
C  -0.5532  4.5924  0.4312
C  -1.5547  4.8574  -0.4504
C  -2.3133  3.8139  -1.0427
C  -3.3594  4.1015  -1.9563
C  -4.0710  3.1028  -2.5429
C  -3.7749  1.7513  -2.2431
C  -2.7778  1.4404  -1.3724
C  -2.0250  2.4618  -0.7303
H  -2.9307  -0.4783  0.9812
H  -2.4257  0.0384  2.6065
H  -1.8503  -1.5089  1.9733
H  1.2328  0.8806  -1.4655
H  2.1088  -0.5063  -3.3123
H  1.1993  -2.7748  -3.6832
H  -0.5534  -3.6662  -2.1869
H  -1.4181  -2.3184  -0.3240
H  0.5619  3.0500  1.4406
H  0.0004  5.3979  0.8944
H  -1.7744  5.8802  -0.7315
H  -3.5957  5.1384  -2.1621
H  -4.8612  3.3384  -3.2426
H  -4.3468  0.9617  -2.7127
H  -2.5365  0.3982  -1.1988
N  2.7985  1.0291  4.0264
H  3.6192  0.4429  3.9005
H  2.4407  0.8430  4.9602
H  3.1238  1.9930  4.0280

Atomic charges from the natural (NBO) analysis, expressed in e, are listed below: Au 0.803; Cl 0.055; C -0.059; C -0.205; C -0.095; C -0.225; C -0.024; Cl 0.119; C -0.226; S 0.276; H 0.261; H 0.258; H 0.267; C -1.084; Ge 1.443; C -0.416; C -0.206; C -0.185; C -0.182; C -0.146; C -0.256; C -0.513; C -0.181; C -0.227; C -0.126; C -0.071; C -0.153; C -0.191; C -0.155; C -0.252; C 0.026; H 0.281; H 0.266; H 0.253; H 0.235; H 0.244; H 0.245; H 0.241; H 0.227; H 0.176; H 0.237; H 0.236; H 0.232; H 0.239; H 0.231; H 0.195; N -1.121; H 0.417; H 0.419; H 0.419